DFT (ωB97M-V with the def2-TZVPD basis set) results for a 2-piece molecular cluster, C5H7Cl overall at a distorted geometry.

```
! RIJCOSX wB97M-V def2-TZVPD def2/J DEFGRID3
* xyz 0 1
H -0.4392 1.3193 1.2929
H 1.9246 0.5925 -0.7480
H 0.7535 -1.3954 0.6764
C -1.1580 -0.6687 0.0408
Cl -0.5759 -3.1161 -3.0658
C 0.2103 -0.4971 0.2887
H -1.5619 0.1288 -0.4138
H 0.1364 1.2398 -1.1280
H 1.4132 0.8470 1.5935
C 0.8596 0.6887 -0.5010
C -0.1869 -1.6979 -2.3980
H -1.6401 -1.6833 0.0309
C 0.4945 0.7539 1.0196
*
```

The calculation puts the max |F| at 0.088 Eh/bohr. As for the gap between HOMO and LUMO (alpha / beta): 7.15 / 7.15 eV. The calculation puts the relative energy (zero: lowest compared OMol25 entry of this formula, charge and spin) at 731.1 kJ/mol.

DFT (ωB97M-V with the def2-TZVPD basis set) results for a 3-piece molecular cluster, C25H50N3O9S overall at a distorted geometry.

```
! RIJCOSX wB97M-V def2-TZVPD def2/J DEFGRID3
* xyz 1 1
H -4.6766 3.2331 1.6702
H 6.5686 -1.4247 3.2656
H -3.3644 3.6795 -3.0929
H -2.4039 -1.6299 -1.8787
C -3.6613 -0.8863 -0.2435
H -4.8677 7.0001 -3.1003
C 1.1750 1.9119 1.9908
C -1.2924 -0.9951 0.8206
O 5.1718 -4.1661 0.2479
O 5.0232 -0.1278 2.7795
H 5.0205 -2.9768 4.2614
H 3.6611 -1.9058 3.7842
H 1.0532 3.0188 1.7748
C -6.0584 1.5992 1.0473
H 3.4528 1.6058 2.9403
C -3.3917 -1.0972 -1.8109
N 7.3083 -4.4928 -1.6502
H 0.7316 -2.2102 2.1181
H 3.9500 -5.0637 -1.1585
H -4.6152 -0.3110 -0.1674
H -2.8391 6.2156 -1.7562
H -4.6576 4.7850 -5.2831
H 3.8804 -0.6147 1.1069
H 5.9235 -7.4211 -0.6503
H -1.1702 2.9109 1.1012
O -2.6410 5.0933 -4.9316
H -2.1589 3.9920 -2.0848
C 3.5161 1.5180 1.8245
N -1.2304 1.8915 1.0036
H 3.1353 -4.2169 0.1520
C 1.0686 -1.1599 1.8797
C 4.4381 0.2652 1.5259
C -4.7363 5.9990 -2.6853
H -4.0935 1.7127 -0.8872
C 6.2794 -5.0041 0.5574
H -5.1960 5.9900 -1.6934
H 6.9831 -7.2176 -2.0446
C 4.5591 -2.4578 3.3831
H 1.3324 1.6994 3.0779
H -1.3864 5.9141 -3.5940
H -5.8620 -1.7705 2.4881
C -2.3681 1.2918 0.4949
O -5.9094 0.4941 3.5653
H -3.3239 3.1846 -0.1697
H -2.6238 7.0216 -4.1603
C -4.6082 2.1792 1.3056
H 5.2276 0.5336 0.7603
C -2.4497 5.9857 -3.8459
H -3.8284 -1.8665 0.2735
H 5.8460 -1.7519 1.6380
H 1.9062 -1.2491 1.1481
C -1.3710 -2.5520 0.7101
S -6.5490 0.2897 2.2618
H -5.3007 5.2963 -3.2993
H 7.9872 -5.9470 -0.3171
C -3.6240 2.1191 0.0403
C -3.8109 5.3351 -5.6989
H 4.2125 -3.1968 2.6130
C -2.4273 -0.1644 0.3664
H 5.9752 -5.8110 1.2356
O -8.0042 0.2843 2.3597
H -4.0454 6.4006 -5.7658
H 4.0793 2.4112 1.4182
O -1.1485 -3.1232 -0.3103
O -1.6823 -3.2441 1.8703
H 5.4648 -6.3462 -1.9800
C 3.9831 -4.8634 -0.0862
H 3.8794 -5.7939 0.4783
H -4.1541 1.5698 2.1325
C 5.6067 -1.4439 2.6892
H 7.8823 -3.7786 -1.2070
H 1.4027 -0.7330 2.8707
H 6.4290 -4.0132 -1.8368
O 2.2437 1.4670 1.1500
H -3.6361 4.9553 -6.7062
O -6.1148 -1.2056 1.7321
H -2.2164 -2.6847 2.4660
N -3.1412 4.2070 -2.2491
H -4.2200 -1.6707 -2.3013
H -6.7845 2.4372 1.2540
H -3.2859 -0.0827 -2.2956
H 6.9737 -4.3721 1.1212
C -0.1161 1.1905 1.4339
C 7.0305 -5.5503 -0.6711
H -6.2400 1.2425 0.0019
C -3.2583 5.6345 -2.5843
C -0.1177 -0.2782 1.3778
C 6.3013 -6.6927 -1.3717
*
```

The calculation puts the max |F| at 0.084 Eh/bohr. As for the gap between HOMO and LUMO: 6.58 eV.

DFT (ωB97M-V with the def2-TZVPD basis set) results for a 2-piece molecular cluster, C2H7FN4 overall at a distorted geometry.

```
! RIJCOSX wB97M-V def2-TZVPD def2/J DEFGRID3
* xyz 0 1
H -0.5207 0.4446 0.6715
H -2.8208 -0.9534 1.7031
H 2.2647 1.1268 -0.3043
N -0.2678 -1.2752 -1.2310
N 0.4154 -0.5749 -2.0141
H -1.5555 -0.0789 2.7487
N -1.0245 -1.2527 -0.2216
H -1.4268 -1.8307 2.0847
C 1.8888 1.6180 -1.2058
N -0.9649 -0.3915 0.7517
H 1.4881 2.6345 -1.0530
C -1.7377 -0.7883 1.9220
H 1.4058 -0.5597 -1.7632
F 2.8558 1.8813 -2.0886
*
```

The calculation puts the max |F| at 0.073 Eh/bohr. As for the gap between HOMO and LUMO (alpha / beta): 8.12 / 9.25 eV. The calculation puts the relative energy (zero: lowest compared OMol25 entry of this formula, charge and spin) at 532.8 kJ/mol.

DFT (ωB97M-V with the def2-TZVPD basis set) results for C2H4O2S in the gas phase at a distorted geometry.

```
! RIJCOSX wB97M-V def2-TZVPD def2/J DEFGRID3
* xyz 0 1
H 2.2038 1.6157 -0.8183
H 0.0141 -1.0532 -0.2887
S -0.0649 1.1345 -1.3356
C -0.6480 -0.2295 -0.0755
O 1.1875 3.0777 0.2184
O 0.9053 0.4952 -2.2011
H -1.6280 -0.4656 -0.4154
H -0.5821 0.0249 0.9686
C 1.2417 2.0089 -0.3453
*
```

The calculation puts the max |F| at 0.057 Eh/bohr. As for the gap between HOMO and LUMO: 9.58 eV. The calculation puts the relative energy (zero: lowest compared OMol25 entry of this formula, charge and spin) at 234.6 kJ/mol.

DFT (ωB97M-V with the def2-TZVPD basis set) results for an isolated ion of composition C5H7BrNOS and charge +1 at a distorted geometry.

```
! RIJCOSX wB97M-V def2-TZVPD def2/J DEFGRID3
* xyz 1 1
Br -0.3126 -0.1855 3.2658
C 0.9775 0.8357 -2.0040
H 1.0715 0.2423 -2.8895
H 0.9653 -0.8942 0.8751
H -2.4963 -0.7676 0.1268
O -1.7103 -2.2742 2.0860
N 0.6255 -0.2907 0.1402
C -1.3844 -1.1415 1.9342
H 1.3935 1.8147 -2.0977
H -2.1621 0.6348 1.1243
S -0.7412 1.1084 -1.4338
H 1.9734 1.1624 -0.1960
C 1.6337 0.2888 -0.7359
C -1.7516 -0.2858 0.7356
C -0.5774 0.0919 -0.0698
H 2.4955 -0.3395 -0.8612
*
```

The calculation puts the max |F| at 0.030 Eh/bohr. As for the gap between HOMO and LUMO: 10.09 eV. The calculation puts the relative energy (zero: lowest compared OMol25 entry of this formula, charge and spin) at 27.7 kJ/mol.

DFT (ωB97M-V with the def2-TZVPD basis set) results for C11H30N2P2Zn as an isolated structure at a distorted geometry.

```
! RIJCOSX wB97M-V def2-TZVPD def2/J DEFGRID3
* xyz 0 1
H 0.2904 -0.9051 -1.6150
H -0.7503 -3.5534 -2.1128
H -2.4299 1.9213 3.3574
H 0.9852 -3.8905 -1.9922
C -2.0404 1.4705 2.4592
H -0.1752 -4.8557 -1.0127
H 1.1891 -4.4976 1.1825
C 0.2103 3.0382 -1.4144
H 3.0915 3.0896 -2.1348
N -0.7003 0.5478 0.9232
H 2.9061 0.2797 1.1305
H 0.1256 1.2335 -3.9558
C -0.7200 1.0458 2.1797
H 1.4146 2.4816 -4.0372
C -4.2141 1.3749 0.9381
C 2.9019 2.2069 -1.5016
H -4.3597 0.9944 -0.0884
N -1.9696 0.6477 0.4315
H 1.3461 0.6639 2.4994
H 0.3093 3.2865 -0.3506
H 1.5204 -2.9181 1.9739
H -2.2227 0.3261 -0.5104
C -1.3156 -2.9441 0.9066
C -2.7926 1.1943 1.3222
H 0.2830 0.5267 3.9538
C 1.1354 1.5028 -3.6165
C 1.4460 -3.4389 1.0067
H -4.8582 0.8051 1.6227
P 1.2098 1.5552 -1.7864
H -1.4599 -4.0199 1.0842
H 2.0221 -0.7734 -0.8738
H -1.2480 -2.4230 1.8697
H 1.8230 0.7345 -3.9948
H -0.8488 2.8281 -1.6067
H -4.4694 2.4437 0.9592
C 0.4855 1.0979 3.0354
P 0.1946 -2.6246 -0.0740
Zn 0.7317 -0.1966 -0.1296
H 3.6382 1.4218 -1.7272
H 0.6941 2.1499 3.2826
H 2.4387 -3.3767 0.5371
H 2.7599 -0.4130 1.3930
H 3.0320 2.4713 -0.4412
H 0.5307 3.8933 -2.0259
C 0.0473 -3.8572 -1.4208
H -2.1881 -2.5450 0.3747
*
```

The calculation puts the max |F| at 0.057 Eh/bohr. As for the gap between HOMO and LUMO: 5.53 eV.